# 1
Formula: C3H13N2
Source: the Open Molecules 2025 dataset
Level of theory: ωB97M-V/def2-TZVPD

```
18
Properties=species:S:1:pos:R:3:forces:R:3
N -1.126062 -0.487870 0.013232 1.652 0.903 -1.366
N 1.835605 -0.333673 0.566670 2.663 0.361 2.002
C -1.542742 0.451813 1.086807 -1.352 -0.070 0.958
C 2.610333 0.438718 -0.353905 -1.368 -0.315 -0.343
C -1.846384 -0.314768 -1.334964 0.113 -0.517 0.933
H 3.613379 0.630391 0.091761 0.162 -0.240 0.171
H -0.140951 -0.244480 -0.218758 -0.874 -0.176 0.077
H -2.143136 1.268215 0.691385 0.416 0.107 -0.454
H 2.150815 1.414151 -0.499452 0.085 0.097 -0.181
H 1.569848 0.104823 1.461435 -0.637 0.391 -0.469
H -0.711134 0.839739 1.666147 0.144 -0.065 -0.148
H -2.241192 -0.026519 1.774789 0.250 -0.343 -0.027
H 2.727080 -0.165130 -1.256305 0.410 0.258 -0.158
H -1.573766 0.656741 -1.732690 -0.059 0.019 -0.027
H -1.485165 -1.137354 -1.944663 -0.255 0.101 -0.305
H -2.905749 -0.383679 -1.117214 -0.131 -0.046 -0.255
H -1.037589 -1.477259 0.251865 -0.769 0.023 0.418
H 2.246814 -1.233856 0.853857 -0.451 -0.487 -0.826
```
Forces are in eV/Å.

Results
* total charge: +2
* spin multiplicity: 2
* gap between HOMO and LUMO (alpha / beta): 14.18 / 8.41 eV
* highest occupied orbital energy (alpha / beta): -0.807 / -0.809 hartree
* total energy: -230.84859 Ha
* LUMO energy (alpha / beta): -0.286 / -0.500 Ha
* ⟨S²⟩: 0.754
* ΔE to the lowest compared entry with this formula, charge and spin: 0.3690 eV

Here are the Löwdin charges for atoms 1 to 2, given in e: atom 1 (N): -0.0471, atom 2 (N): 0.2204



# 2
Formula: C44H41F3KN7O4Se
Source: the Open Molecules 2025 dataset
Level of theory: ωB97M-V/def2-TZVPD

```
101
Properties=species:S:1:pos:R:3:forces:R:3
Se 1.750945 -1.030421 -2.389066 0.015 -0.008 0.006
K -0.614507 0.949749 -0.534430 0.080 -0.025 0.085
F -3.477581 -3.482839 1.053903 0.003 0.003 0.001
F -5.383125 -2.476904 0.965833 0.015 -0.001 0.002
F -4.425104 -3.130878 -0.860183 -0.001 -0.011 -0.003
O 1.812518 0.661348 0.963858 -0.054 -0.045 -0.024
O 3.037252 0.820076 2.845412 0.002 0.016 0.014
O -2.212373 -1.291443 0.145560 -0.049 0.099 -0.026
O -4.202627 -0.215578 0.112803 0.013 0.004 -0.026
N -2.266311 3.360529 -1.001529 -0.020 0.023 0.025
N -0.023861 3.772717 0.328799 0.019 0.033 -0.010
N -2.233783 1.291464 -2.817232 0.029 -0.017 -0.013
N 1.872714 -2.178440 0.229845 -0.015 -0.001 0.005
N 3.767365 -1.267587 -0.380084 -0.009 -0.027 0.015
N -2.273687 4.353589 -0.217743 0.008 -0.034 -0.032
N -0.445975 1.221664 2.396708 0.013 0.007 -0.040
C -2.301387 0.106766 -3.540027 -0.057 0.019 0.019
C -3.245157 2.127228 -2.812688 -0.025 0.026 -0.019
C 1.977902 0.853040 2.188223 0.047 0.015 -0.053
C 3.656136 -2.812300 3.419232 0.003 -0.003 0.011
C -3.451201 -1.190824 0.191682 0.006 -0.056 0.090
C 6.439444 -2.191639 -1.624318 0.005 0.000 0.005
C -1.314874 -0.192943 -4.486996 0.013 -0.011 0.003
C -5.346840 4.101005 -2.884056 0.007 0.011 0.010
C -1.465467 2.164177 4.392463 0.003 -0.004 -0.006
C -3.278164 3.268469 -1.919238 -0.010 -0.018 -0.011
C -4.185981 -2.569933 0.352356 -0.027 0.012 -0.036
C 2.568920 -2.850383 2.558152 -0.011 0.000 0.004
C 4.872024 -2.254665 3.026300 0.004 0.005 0.003
C -1.543559 1.668855 3.071767 -0.005 0.006 0.012
C 0.937367 4.557051 2.379195 -0.007 0.008 0.010
C 2.485804 -1.506957 -0.773690 0.022 -0.005 -0.019
C -2.793671 1.660541 2.406182 0.005 0.009 0.002
C -1.324712 -1.398744 -5.172316 0.015 0.006 -0.002
C 5.039800 -1.707218 1.762773 -0.002 0.000 0.022
C -3.903081 2.162151 3.025876 0.002 -0.017 0.003
C -4.370192 2.042421 -3.726576 -0.001 0.008 0.014
C -2.312444 -2.343266 -4.927670 -0.007 -0.009 0.012
C -1.164997 4.381330 0.649892 -0.002 0.005 0.040
C 3.953612 -1.742612 0.907487 0.014 0.024 -0.021
C -3.820637 2.686584 4.334908 -0.002 0.006 0.001
C -4.320294 4.219282 -1.992009 -0.007 -0.006 -0.005
C -2.629869 2.679967 5.007237 0.001 -0.006 -0.004
C 4.682754 -0.405129 -1.101612 0.005 0.015 -0.006
C 0.875438 1.647193 4.346745 -0.017 -0.012 0.002
C -0.859691 -4.008849 -2.076798 0.009 0.007 -0.004
C 7.690433 -1.570345 -1.010279 -0.003 -0.002 -0.003
C -0.258684 5.183237 2.712045 0.007 0.002 0.006
C -0.200899 2.117525 5.029753 0.003 0.003 0.010
C 0.715070 1.232333 2.995873 -0.012 -0.015 0.031
C 0.995675 3.866231 1.179969 0.006 -0.020 -0.018
C -1.319998 5.108962 1.835351 -0.001 -0.018 -0.020
C 0.216697 -4.492393 -1.110871 -0.001 -0.016 -0.003
C -3.282653 -2.069292 -3.968688 0.007 -0.008 -0.002
C -5.350660 2.981979 -3.757835 -0.005 -0.011 -0.014
C 0.437819 -2.415067 0.338612 -0.006 0.026 0.001
C 2.744861 -2.315295 1.293415 -0.014 0.005 -0.007
C -3.279819 -0.867174 -3.282388 0.010 -0.004 -0.015
C 5.463494 -1.154413 -2.175525 0.002 -0.005 -0.001
C 0.066654 -3.888721 0.284918 -0.007 0.006 -0.002
H 7.440199 -0.859445 -0.221047 0.002 0.002 0.004
H -4.280498 5.046987 -1.296197 0.005 -0.002 0.002
H 8.343430 -2.328265 -0.573200 0.001 -0.001 -0.001
H -2.870955 1.240615 1.409905 -0.008 -0.002 0.003
H 5.926794 -2.808462 -0.880337 -0.001 0.000 -0.002
H 4.080844 0.382361 -1.554540 0.001 0.004 0.003
H -4.850283 2.149378 2.501902 0.001 -0.001 -0.003
H -4.709045 3.087475 4.809233 0.000 0.000 -0.001
H -2.306322 -3.293369 -5.448929 -0.003 -0.001 0.000
H -2.278186 5.565195 2.043885 -0.003 0.000 -0.002
H -2.559681 3.069709 6.017909 0.001 -0.002 0.001
H -0.740718 -4.464234 -3.062402 0.001 -0.007 0.002
H 5.336354 0.057495 -0.360261 -0.002 0.006 -0.001
H -6.143778 4.833544 -2.921031 -0.003 -0.004 -0.003
H 5.972299 -1.239974 1.478118 0.002 0.002 -0.002
H 0.099539 -1.944323 1.262629 -0.003 0.003 0.003
H 1.616550 -3.259454 2.866933 0.002 0.003 -0.002
H 8.262548 -1.027068 -1.766949 0.001 -0.001 0.001
H 6.007601 -0.420737 -2.781096 0.000 -0.002 -0.001
H -0.975598 -3.962351 0.605281 0.004 -0.010 0.005
H 0.673757 -4.447232 1.005729 0.001 0.003 -0.002
H 0.176080 -5.584464 -1.031307 0.000 0.001 -0.002
H 6.737214 -2.870408 -2.428522 -0.001 0.001 -0.001
H -0.361877 5.712541 3.652678 0.001 -0.003 0.001
H -0.533594 0.538100 -4.659435 0.000 -0.003 -0.002
H -0.110095 2.471922 6.052474 -0.002 -0.005 0.002
H -4.016628 -0.664765 -2.513440 0.003 0.003 0.005
H 5.693646 -2.220782 3.730632 0.000 -0.002 0.000
H -4.036186 -2.811412 -3.730205 -0.003 -0.003 0.000
H -0.038562 -1.881168 -0.475175 -0.014 0.000 -0.018
H -0.817934 -2.928840 -2.220853 -0.007 0.000 0.001
H -4.404021 1.208743 -4.414734 0.003 0.000 0.001
H 1.894850 3.328995 0.896889 0.003 0.008 -0.002
H -1.857528 -4.250689 -1.702624 -0.001 0.004 -0.001
H 1.793212 4.571173 3.040470 0.002 -0.003 -0.003
H 4.731788 -1.626619 -2.833763 0.001 0.002 0.001
H -6.158811 2.870873 -4.475248 0.000 0.005 0.000
H 3.551288 -3.205250 4.422669 -0.001 -0.001 0.000
H 1.869542 1.592589 4.766810 0.001 0.005 -0.003
H -0.540944 -1.608583 -5.892187 0.001 0.002 0.000
H 1.206842 -4.245045 -1.509949 0.000 0.006 0.000
```
Forces are in eV/Å.

Results
* total charge: -2
* spin multiplicity: 1
* gap between HOMO and LUMO: 5.61 eV
* highest occupied orbital energy: -0.057 hartree
* total energy: -5686.76296 Ha
* LUMO energy: 0.149 Ha
* ΔE to the lowest compared entry with this formula, charge and spin: 0.0539 eV

Here are the Löwdin charges for atoms 1 to 2, given in e: atom 1 (Se): 0.6775, atom 2 (K): 0.5955



Copy entry 1 word for word.
Formula: C3H13N2
Source: the Open Molecules 2025 dataset
Level of theory: ωB97M-V/def2-TZVPD

```
18
Properties=species:S:1:pos:R:3:forces:R:3
N -1.126062 -0.487870 0.013232 1.652 0.903 -1.366
N 1.835605 -0.333673 0.566670 2.663 0.361 2.002
C -1.542742 0.451813 1.086807 -1.352 -0.070 0.958
C 2.610333 0.438718 -0.353905 -1.368 -0.315 -0.343
C -1.846384 -0.314768 -1.334964 0.113 -0.517 0.933
H 3.613379 0.630391 0.091761 0.162 -0.240 0.171
H -0.140951 -0.244480 -0.218758 -0.874 -0.176 0.077
H -2.143136 1.268215 0.691385 0.416 0.107 -0.454
H 2.150815 1.414151 -0.499452 0.085 0.097 -0.181
H 1.569848 0.104823 1.461435 -0.637 0.391 -0.469
H -0.711134 0.839739 1.666147 0.144 -0.065 -0.148
H -2.241192 -0.026519 1.774789 0.250 -0.343 -0.027
H 2.727080 -0.165130 -1.256305 0.410 0.258 -0.158
H -1.573766 0.656741 -1.732690 -0.059 0.019 -0.027
H -1.485165 -1.137354 -1.944663 -0.255 0.101 -0.305
H -2.905749 -0.383679 -1.117214 -0.131 -0.046 -0.255
H -1.037589 -1.477259 0.251865 -0.769 0.023 0.418
H 2.246814 -1.233856 0.853857 -0.451 -0.487 -0.826
```
Forces are in eV/Å.

Results
* total charge: +2
* spin multiplicity: 2
* gap between HOMO and LUMO (alpha / beta): 14.18 / 8.41 eV
* highest occupied orbital energy (alpha / beta): -0.807 / -0.809 hartree
* total energy: -230.84859 Ha
* LUMO energy (alpha / beta): -0.286 / -0.500 Ha
* ⟨S²⟩: 0.754
* ΔE to the lowest compared entry with this formula, charge and spin: 0.3690 eV

Here are the Löwdin charges for atoms 1 to 2, given in e: atom 1 (N): -0.0471, atom 2 (N): 0.2204



Among the records above, which one has the lowest ΔE to the lowest compared entry with this formula, charge and spin?
C44H41F3KN7O4Se



The lowest total charge belongs to which entry?
C44H41F3KN7O4Se